# 1
Here is C16H11FIrN3O11S as an isolated structure from the OMol25 dataset. Energies are from wB97M-V/def2-TZVPD.

The geometry in XYZ format:
```
44
Properties=species:S:1:pos:R:3:nbo_charge:R:1
N 2.50675 -4.88268 4.04458 0.538
O 1.30286 -1.00385 0.24662 -0.625
C -0.62293 -4.08848 -2.47381 -0.158
H 1.43818 -2.45766 4.50522 0.268
H -1.53794 -2.72101 -1.08773 0.268
Ir -0.50301 -0.13181 0.32616 1.751
C 0.60939 1.58093 -1.79407 -0.357
H 0.12833 -6.39626 -3.57136 0.216
N 0.03227 0.26182 -1.61631 -0.854
H 0.53713 -5.74295 -5.16993 0.210
O -2.23731 -0.30158 -1.18217 -0.938
C -0.01591 -4.25269 -3.71437 -0.002
C 2.46980 -4.10912 1.72683 -0.131
O 0.19765 3.70392 -0.72164 -0.602
O 2.52277 -4.62311 -0.90947 -0.418
C 0.73381 -0.39990 3.02058 0.778
F -1.02094 -1.92943 0.88349 -0.642
C 0.05696 -3.15785 -4.57470 -0.221
C 1.57219 -1.90805 1.15239 0.499
O 0.94662 -0.04891 4.16014 -0.602
H 1.65587 -5.56462 -3.80957 0.238
H -0.69322 -4.93316 -1.79970 0.209
O 2.87628 -2.54124 -1.31477 -0.346
S -1.32029 -0.15289 -2.34047 2.322
C -0.41652 -1.91624 -4.19163 -0.161
C 0.04907 2.50851 -0.72331 0.774
C 0.60199 -5.56718 -4.09586 -0.633
O 2.16262 -4.68664 5.19419 -0.387
C -1.10092 -2.85289 -2.06881 -0.194
C 1.62427 -2.65729 3.46024 -0.098
H 2.90348 -5.04696 1.41671 0.270
N 2.50156 -3.44031 -0.59665 0.536
H 0.50671 -3.27907 -5.55327 0.208
H 0.37242 1.98064 -2.77940 0.239
O -1.71698 0.68544 -3.43214 -0.920
O 0.02959 0.34159 2.19331 -0.679
H -0.34501 -1.06072 -4.85028 0.231
C -0.98216 -1.77331 -2.93181 -0.360
C 1.30905 -1.69947 2.52449 -0.235
C 2.18180 -3.13192 0.79812 -0.080
O 3.09408 -5.88115 3.66619 -0.401
C 2.18969 -3.85759 3.05234 -0.047
O -0.63039 1.84489 0.19729 -0.698
H 1.69164 1.51807 -1.67417 0.231
```

Energy relative to the best compared isomer or geometry (same formula, charge and spin) ... 71.6 kJ/mol
Total charge ... -1
E ... -60151.0969 eV
Multiplicity ... 2
E_HOMO (spin up / spin down) ... -6.33 / -6.52 eV
<S²> ... 0.7533

=====

# 2
Here is one molecule with the formula C19H24N2O5S from the OMol25 dataset. Energies are from wB97M-V/def2-TZVPD.

The geometry in XYZ format:
```
51
Properties=species:S:1:pos:R:3:nbo_charge:R:1
H -3.12421 4.85317 -0.41591 0.227
H -1.43931 -2.95693 -1.18070 0.215
H -3.89445 1.45018 -0.60489 0.252
H 3.59942 1.65280 -4.10874 0.199
C 2.51163 -1.06576 0.28644 -0.174
H 0.82567 -3.78823 2.38895 0.242
C -2.88572 1.85542 -0.74780 -0.271
H 1.26827 2.47631 -0.55727 0.235
H -0.94582 -3.90632 2.47973 0.197
O 0.86361 -0.11234 3.62960 -0.940
C 2.36045 0.77901 -1.25137 0.326
H -2.82912 2.31500 -1.74009 0.213
H 2.12640 -0.99122 -3.60995 0.211
H -2.19062 -1.61876 2.19441 0.218
H 2.87592 -2.04563 0.55340 0.240
C 1.59496 1.47841 -0.30801 -0.273
C -2.70468 4.22791 0.34494 -0.306
C -2.19717 4.63868 1.60378 -0.309
H 0.71210 -3.23419 0.00096 0.195
O 2.21898 -2.11664 3.11643 -0.943
C 3.30761 0.82276 -3.45988 -0.065
H -1.11333 -0.21088 2.12913 0.238
H -0.29255 -4.66410 0.26815 0.218
N -1.97871 0.73397 -0.64514 -0.613
H 4.21834 0.34465 -3.08124 0.174
O -3.55972 -0.82109 -0.21055 -0.624
C 2.45089 -0.16795 -4.24173 -0.638
H -1.00164 0.96947 -0.54435 0.402
H -2.33215 -3.22385 0.31872 0.217
C 1.73285 -0.37616 1.19223 -0.378
C -0.20194 -3.59739 0.47651 -0.412
O 2.59369 1.44347 -2.40495 -0.487
C -1.77423 3.50664 2.22425 0.081
H -1.31910 3.33134 3.17862 0.211
C 2.82823 -0.49725 -0.93629 -0.272
H 0.71459 1.43455 1.65124 0.251
O -1.98678 2.43281 1.44287 -0.413
S 1.22611 -1.16100 2.72308 2.340
C -1.39915 -2.83961 -0.09594 -0.397
H 1.56883 0.33445 -4.63064 0.218
C -2.39593 -0.48606 -0.22289 0.698
C -1.25630 -1.36278 0.26700 -0.324
C -2.55706 2.87375 0.29908 0.261
H -0.31049 -0.99178 -0.13808 0.214
H 3.44239 -1.05288 -1.62648 0.218
N -0.16231 -2.00446 2.37906 -0.679
C -1.23733 -1.24458 1.80465 -0.229
H -2.15428 5.63825 1.98405 0.230
H 3.02377 -0.56750 -5.07364 0.220
C 1.28875 0.90505 0.90771 -0.186
C -0.10935 -3.39268 1.99154 -0.226
```

Energy relative to the best compared isomer or geometry (same formula, charge and spin) ... 256.3 kJ/mol
Total charge ... 0
E ... -44145.0863 eV
Multiplicity ... 1
SMILES string ... CCOc1ccc(S(=O)(=O)N2CCC[C@@H](C(=O)NCc3ccco3)C2)cc1
E_HOMO ... -8.72 eV

=====

# 3
Here is C23H17FLaN4O6S5 as an isolated structure from the OMol25 dataset. Energies are from wB97M-V/def2-TZVPD.

The geometry in XYZ format:
```
57
Properties=species:S:1:pos:R:3:lowdin_charge:R:1
C 2.32923 -5.84053 -0.74921 -0.256
C 0.92402 2.04002 -2.74189 -0.119
O 3.88313 5.13653 -8.78786 -0.362
O 1.71051 4.41630 -9.64533 -0.363
H 0.46752 2.81494 -2.14102 0.064
H 0.50431 -4.77081 5.26328 0.103
C 2.81015 3.03643 -7.80670 -0.325
H 0.27075 -8.28610 2.07825 0.130
C 2.01102 1.28651 -4.73255 -0.116
C 2.54611 1.54403 -6.10997 -0.228
C 1.54508 -0.16089 -2.89525 -0.142
N 3.44592 2.15175 -8.60238 0.125
La 0.20800 0.29472 0.22159 1.500
H -1.26212 -4.89174 5.19692 0.077
C -0.62393 -3.90844 2.69672 0.037
C -0.47428 -2.88469 1.81358 -0.035
H 3.35396 -0.43276 -6.47360 0.093
F 3.07791 -6.12089 -1.83092 0.073
S 2.56334 2.52279 0.96721 -0.154
S -0.72233 2.90565 0.44661 -0.203
O 1.87754 5.40880 -7.41727 -0.368
C 3.18629 0.56838 -6.84237 -0.013
H 0.75991 -7.83930 4.46314 0.124
C 1.16114 -7.70629 2.34136 -0.126
H -0.32463 -6.22994 5.83077 0.088
S 2.71988 0.45852 1.25397 -0.191
C -0.18862 -6.10129 3.70654 -0.299
N 0.02098 -5.08429 2.62510 0.039
O -2.52521 -1.78517 2.06331 0.089
H 2.00185 -8.39913 2.34151 0.121
C 1.38905 -6.62943 1.31563 -0.135
H 1.37356 3.30698 -4.42503 0.127
S 2.53698 4.69377 -8.48715 0.376
O -0.65254 -0.53219 1.99399 -0.317
H 1.58164 -1.14009 -2.42732 0.095
C 3.62227 0.94050 -8.10365 -0.126
C -0.33349 -5.44620 5.07173 -0.045
O 0.58299 -2.14376 -0.16341 -0.164
C -1.32003 -1.65265 1.99221 -0.605
C 0.39074 -3.04250 0.70206 -0.289
H 2.60449 -7.81973 0.02682 0.134
H -1.10488 -6.64510 3.46516 0.157
H 1.92795 -3.82792 -1.33114 0.133
H 1.87682 -6.55221 4.01192 0.138
N 2.36070 2.77084 -6.57761 0.164
H 4.13989 0.22268 -8.73516 0.106
S 0.79655 3.12290 1.86260 -0.147
C 1.42903 2.31199 -3.99969 0.029
H -1.31128 -3.79397 3.52190 0.140
N 0.96532 0.81514 -2.18938 -0.115
C 0.96676 -7.08112 3.70782 -0.154
H 2.51609 -0.81597 -4.66239 0.102
C 0.81262 -5.35287 1.50255 -0.061
C 2.07121 0.02514 -4.15175 -0.005
C 2.14460 -6.85196 0.19382 0.056
C 1.77924 -4.61043 -0.59992 0.081
C 1.00159 -4.35547 0.54188 -0.039
```

Energy relative to the best compared isomer or geometry (same formula, charge and spin) ... 0.0 kJ/mol
Total charge ... -1
E ... -100133.1980 eV
Multiplicity ... 1
E_HOMO ... -5.41 eV

=====

# 4
Here is C46H51Cl7ILaN5O3PSSi3 as an isolated structure from the OMol25 dataset. Energies are from wB97M-V/def2-TZVPD.

The geometry in XYZ format:
```
119
Properties=species:S:1:pos:R:3:lowdin_charge:R:1
C -4.74865 -0.56557 0.79538 -0.636
C -3.80782 5.83967 -4.02794 -0.090
H 2.70623 -6.54746 2.68052 0.033
H 1.81719 2.82556 -2.08141 0.068
C 3.09876 -5.61953 2.24413 -0.189
H 5.40302 -2.58679 2.52278 0.013
C 0.18620 6.36270 0.61820 -0.106
H -6.42007 0.66712 -3.85974 0.086
H 1.88135 -1.64390 4.25559 -0.021
H 1.08721 -0.43111 3.18226 -0.106
H -2.92123 0.15698 3.61842 0.045
Cl -5.09905 -2.82205 4.14319 0.639
C 4.61125 -2.06510 3.08858 -0.197
Cl -2.14571 -3.20786 3.28067 0.636
C 1.20586 -3.97131 3.73992 -0.219
H 3.32225 -5.35681 -1.81915 0.021
O -1.92365 -4.21117 -2.78021 0.056
C -4.59220 0.80465 4.84838 -0.121
C 0.20626 -5.08335 1.20997 -0.196
C -3.47876 -0.87415 0.40420 -0.746
H -4.05266 -0.26223 -4.10232 0.075
H 2.55944 -5.87111 -0.33176 0.004
H 3.13250 0.27757 0.29389 0.003
H 0.51396 -3.12259 3.62480 -0.022
C -5.76439 2.65458 -4.09449 -0.057
C 3.90283 -0.30438 -3.09700 -0.091
H 0.16922 -5.06228 0.14284 -0.014
C 3.13305 3.28544 -3.73117 -0.087
Cl -0.83948 0.49677 1.89719 -0.110
H 2.06914 4.07318 -6.87080 0.103
H 1.01633 7.62290 -0.86007 0.101
C 2.00994 3.88642 -5.78253 -0.108
H 2.68823 0.15315 -4.83488 0.099
Cl -5.72481 0.62619 -0.13868 0.586
H -2.73494 1.69142 4.27375 0.103
N -1.43582 -0.56085 7.55755 -0.024
H 4.74223 -0.24203 0.78968 0.010
H 2.64630 -0.03667 3.94344 0.047
N 0.80105 -1.29713 7.18780 0.065
H 3.70746 0.77119 1.81529 0.016
C 3.17391 3.63270 -5.07748 -0.114
H -1.79686 6.02872 -3.43210 0.084
H -3.96287 6.94207 -4.08535 0.112
C 3.99918 -1.16166 -1.98442 -0.109
H -1.23606 3.31814 0.11302 0.086
C 2.04067 -0.85543 3.49990 -0.245
H 1.62053 -5.13513 -1.67474 0.030
C 2.54938 -5.10326 -1.09999 -0.184
C 0.79487 3.90923 -5.11316 -0.116
O -1.61212 -3.09299 -1.04373 -0.293
H 5.08664 -1.13009 3.50457 0.044
C -4.27680 0.79186 -3.99477 -0.207
N -2.48181 -0.02792 6.85011 -0.016
C 0.72934 3.49942 -3.78707 -0.393
H 4.28590 -2.79575 3.85275 0.016
C -0.82474 4.28693 -0.15138 -0.067
H 2.12256 -3.71440 4.28530 0.013
C 0.12910 5.83783 -1.75097 -0.123
N -1.37686 -3.28435 -2.24809 -0.604
C -2.23031 0.14835 5.59911 -0.595
H -4.94265 -0.17424 5.27738 0.063
H 1.60475 -2.02433 -4.80320 0.096
S -0.64123 -0.34476 5.14988 1.071
H -0.10675 4.12778 -5.66225 0.092
C -2.25940 3.96757 -3.61444 -0.315
H -0.81121 -4.72825 1.59063 0.009
C -3.22388 -2.26233 2.18246 -0.648
O -0.57027 -2.47173 -2.72564 -0.108
C 1.89706 3.18295 -3.10217 -0.126
H 0.45196 7.06436 1.40429 0.094
H 5.19965 -4.44939 0.65616 -0.003
C -4.67710 3.60245 -4.03565 -0.147
C -5.61491 1.33316 -3.90343 -0.075
C -4.88918 5.01361 -4.12258 -0.040
C -0.46972 4.61547 -1.48462 -0.369
I -1.50838 0.68254 -4.74630 0.990
H 0.32175 6.13081 -2.81372 0.116
La -0.19355 -1.58197 0.05989 1.434
C -3.12995 0.71422 4.54000 -0.279
H 0.18790 -6.16730 1.39522 0.029
C -2.64658 -1.74868 1.05491 -0.381
N 2.45439 -2.62232 -3.03068 0.068
H 5.68939 -2.93065 0.06935 0.030
H 5.52626 -4.25015 -1.10277 0.031
H -6.76812 3.06249 -4.14482 0.104
C -0.46431 5.15545 0.89062 -0.077
C 3.23715 -2.30085 -1.95360 -0.315
C 5.05222 -3.81402 -0.20541 -0.184
Cl -2.84716 -0.09503 -1.02195 0.662
C 2.26512 -1.77595 -4.00217 -0.192
Cl -6.85432 -0.71371 2.45108 0.641
H 1.23984 -1.81954 6.46388 0.046
H 4.04574 3.13705 -3.19830 0.090
C 3.74210 -0.05459 1.13969 -0.182
C -3.25049 1.64313 -4.11125 -0.675
C -4.48678 -2.05190 2.69057 -0.703
H 3.84184 -5.16559 2.90989 0.025
H 0.73448 -4.88978 4.19147 0.058
C 2.96325 -0.57376 -4.06396 -0.102
C -3.36602 3.05071 -3.86006 -0.196
C -2.55534 5.30482 -3.69304 -0.098
H -0.70464 4.82907 1.90523 0.104
P -0.80609 3.30366 -2.73538 1.024
H -5.15866 1.00816 3.93247 0.048
H 0.74086 -1.75973 8.09994 0.094
H 4.12524 3.61497 -5.58013 0.089
Si 3.10824 -1.55027 2.08224 0.305
H 4.49716 0.62310 -3.10140 0.095
H -5.87051 5.39708 -4.29529 0.097
C 0.49168 6.66324 -0.69906 -0.116
Cl 0.69282 0.32893 -1.50998 -0.143
Si 1.76463 -4.31785 1.99269 0.299
C 2.31926 -2.83173 1.05637 -0.549
Si 3.19337 -3.43412 -0.42837 0.421
C -5.27222 -1.18396 1.93679 -0.705
H -4.85131 1.53858 5.58943 0.060
H 4.61776 -0.88596 -1.09978 0.084
C -0.42210 -0.80335 6.76270 -0.729
H 3.69523 -5.86189 1.36838 -0.004
```

Energy relative to the best compared isomer or geometry (same formula, charge and spin) ... 19.5 kJ/mol
Total charge ... -2
E ... -202502.7810 eV
Multiplicity ... 1
E_HOMO ... -3.46 eV